No. 1
DFT (ωB97M-V/def2-TZVPD) results for C28H28N4O2W as an isolated structure.

Its gap between HOMO and LUMO (spin up / spin down) is 5.916 / 5.083 eV. The value obtained for the energy above the lowest of the compared OMol25 structures with the same formula, charge and spin is 2.1220 eV. The calculation puts the electronic energy at -1519.71717 Ha. For the largest force on an atom, the calculation gives 2.8 eV/Å. Its spin multiplicity is 3. The value obtained for the highest occupied orbital energy (spin up / spin down) is -13.19 / -13.19 eV. Its total charge is +2. The calculation puts the LUMO energy (spin up / spin down) at -7.3 / -8.1 eV.

Each line ends with the Löwdin charge.
Positions of all 63 atoms, in Å:
1 N 0.76 0.37 -2.32  0.069
2 C 2.59 1.54 -1.75  0.016
3 H 1.53 -0.55 -3.62  0.073
4 C 0.48 -1.02 2.61  -0.101
5 H -3.36 -3.41 -3.59  0.116
6 C -1.75 -0.77 -0.08  -0.250
7 C -2.94 -2.28 1.33  0.006
8 H -5.02 0.06 0.03  0.120
9 C 4.75 2.53 1.61  0.006
10 C -0.45 -2.66 1.02  -0.123
11 H 1.53 3.93 2.35  0.129
12 C -4.11 -0.48 0.24  -0.048
13 H 5.28 2.72 2.53  0.129
14 N 0.12 -2.38 2.32  -0.270
15 O 1.38 -1.37 -4.12  0.095
16 O -0.55 -0.29 -0.62  -0.068
17 H -2.72 -1.61 -2.12  0.098
18 C 0.34 4.00 0.53  -0.158
19 N 1.38 1.13 -1.41  -0.144
20 H -2.96 -3.16 1.96  0.125
21 C 5.39 2.72 0.38  0.008
22 H 0.98 4.73 0.06  0.134
23 H 0.29 -2.41 0.26  0.127
24 C -0.33 -3.15 3.44  -0.078
25 C -0.22 -2.93 -4.71  0.019
26 H -2.81 2.68 0.30  0.121
27 H -0.35 -0.46 3.07  0.084
28 C -0.22 -0.40 -1.96  -0.199
29 C -0.23 2.68 2.54  -0.124
30 H -1.28 -2.79 3.85  0.086
31 C -1.41 2.27 1.89  -0.117
32 H -1.27 4.24 -0.91  0.136
33 C 0.17 -1.86 -3.90  -0.239
34 N 2.73 1.85 0.53  -0.073
35 H 2.94 1.95 2.59  0.126
36 C -1.74 -1.89 0.75  -0.116
37 H -0.04 2.40 3.57  0.138
38 C -0.72 -1.39 -2.88  -0.056
39 W 0.63 1.65 0.44  1.491
40 H 0.50 -3.27 -5.45  0.133
41 C 0.66 3.52 1.84  -0.192
42 H -1.74 -4.31 -5.24  0.123
43 C -1.46 -3.50 -4.60  -0.024
44 C -2.92 -0.08 -0.35  -0.056
45 C 4.69 2.44 -0.77  0.039
46 H 6.41 3.07 0.34  0.133
47 C -2.36 -3.00 -3.66  -0.051
48 H 2.98 1.37 -2.74  0.157
49 H -0.66 -3.73 0.96  0.139
50 H 0.42 -3.10 4.23  0.094
51 H -2.89 0.75 -1.05  0.127
52 C -4.11 -1.58 1.09  -0.034
53 C -0.95 3.73 -0.01  -0.068
54 C -1.99 -1.98 -2.81  -0.009
55 H -2.13 1.65 2.42  0.134
56 C 3.36 2.00 -0.67  -0.231
57 H 1.31 -1.02 3.31  0.096
58 H -5.04 -1.90 1.54  0.120
59 H -0.44 -4.19 3.15  0.096
60 H 0.82 -0.49 1.68  0.037
61 C -1.81 2.86 0.66  -0.092
62 H 5.13 2.53 -1.75  0.135
63 C 3.44 2.10 1.65  -0.094

=====

No. 2
DFT (ωB97M-V/def2-TZVPD) results for a 2-piece molecular cluster, C3H3NOS2 overall.

Its gap between HOMO and LUMO (spin up / spin down) is 7.965 / 7.961 eV. The value obtained for the energy above the lowest of the compared OMol25 structures with the same formula, charge and spin is 3.8584 eV. The calculation puts the electronic energy at -1042.35689 Ha. For the largest force on an atom, the calculation gives 4.0 eV/Å. The value obtained for the highest occupied orbital energy (spin up / spin down) is -8.18 / -8.18 eV. The calculation puts the LUMO energy (spin up / spin down) at -0.2 / -0.2 eV.

Each line ends with the Löwdin charge.
Positions of all 10 atoms, in Å:
1 H -2.16 -1.78 0.19  0.115
2 C -1.17 -1.28 0.57  -0.066
3 N -0.06 1.93 -0.74  -0.423
4 S 2.31 -0.12 0.90  0.772
5 H 0.02 2.98 -0.80  -0.002
6 H -0.31 -1.98 0.79  0.081
7 C 1.71 -0.46 -0.52  -0.881
8 S -0.75 1.54 0.61  0.871
9 O 1.20 -0.77 -1.52  0.101
10 C -0.79 -0.07 0.52  -0.568

=====

No. 3
DFT (ωB97M-V/def2-TZVPD) results for an isolated ion of composition C3H8N5O and charge +1.

Its gap between HOMO and LUMO (spin up / spin down) is 6.854 / 6.948 eV. The value obtained for the energy above the lowest of the compared OMol25 structures with the same formula, charge and spin is 0.6831 eV. The calculation puts the electronic energy at -467.66515 Ha. For the largest force on an atom, the calculation gives 4.4 eV/Å. Its spin multiplicity is 3. The value obtained for the highest occupied orbital energy (spin up / spin down) is -11.03 / -14.84 eV. Its total charge is +1. The calculation puts the LUMO energy (spin up / spin down) at -4.2 / -7.9 eV.

Each line ends with the Löwdin charge.
Positions of all 17 atoms, in Å:
1 N 1.70 -0.70 1.01  0.117
2 H 2.08 1.15 0.46  0.165
3 N 1.35 0.46 0.52  0.131
4 H -2.29 -0.05 1.37  0.206
5 O 0.23 1.89 -1.01  0.065
6 H -2.06 1.45 0.29  0.104
7 H -0.54 -2.22 0.04  0.126
8 N 0.91 -0.21 -1.69  0.182
9 H -1.05 -1.63 1.61  0.146
10 C 0.38 0.50 -0.67  -0.565
11 C -0.66 -0.06 0.15  -0.328
12 H -0.23 2.34 -0.24  0.134
13 H 1.21 0.39 -2.47  0.142
14 C -0.48 -1.37 0.70  -0.091
15 N 0.94 -1.63 1.10  0.167
16 N -1.69 0.62 0.68  0.171
17 H 0.20 -0.93 -1.87  0.125

=====

No. 4
DFT (ωB97M-V/def2-TZVPD) results for C34H63N8O3Pb2 as an isolated structure.

Its gap between HOMO and LUMO is 8.021 eV. The calculation puts the electronic energy at -2382.48803 Ha. For the largest force on an atom, the calculation gives 4.0 eV/Å. The value obtained for the highest occupied orbital energy is -10.63 eV. Its total charge is +1. The calculation puts the LUMO energy at -2.6 eV.

Each line ends with the Löwdin charge.
Positions of all 110 atoms, in Å:
1 H 0.02 2.39 -4.43  0.105
2 H 4.64 3.50 0.90  0.078
3 H -1.47 4.31 -3.24  0.059
4 C -1.15 2.20 -6.95  -0.094
5 H 1.28 -3.97 2.56  0.091
6 C 2.01 2.97 3.16  -0.150
7 N -1.00 -4.46 -2.66  0.068
8 H -4.98 2.36 1.45  0.132
9 H 0.87 -3.81 -0.27  0.094
10 H 4.22 2.57 2.99  0.108
11 H -2.34 1.75 -5.18  0.094
12 C 3.58 3.31 1.10  -0.101
13 N -2.42 0.61 1.80  0.117
14 H 3.27 2.42 0.55  0.058
15 C -4.31 2.35 2.32  -0.172
16 C -3.58 -3.48 4.79  -0.165
17 N 0.28 2.11 -1.14  0.122
18 C 1.49 -5.91 -0.59  -0.227
19 H -2.06 -0.26 4.80  0.060
20 H 2.16 2.73 4.21  0.117
21 C 2.16 -3.46 2.95  -0.217
22 H 1.08 -1.64 3.53  0.049
23 H 1.46 4.98 -1.71  0.127
24 C 1.27 1.86 2.51  -0.164
25 H -3.07 3.54 3.57  0.113
26 H -1.83 6.02 -3.49  0.082
27 N 4.61 -3.26 -1.48  0.165
28 N 0.69 0.99 2.02  0.095
29 H 2.26 -1.59 -2.51  0.064
30 H -4.14 -1.45 5.34  0.108
31 C 3.45 3.26 2.63  -0.225
32 H -1.47 -3.25 2.04  0.050
33 H 3.40 0.37 -1.49  0.077
34 H 1.86 -6.48 -1.44  0.110
35 H 2.61 -1.90 4.36  0.075
36 N 1.86 -1.13 0.20  0.097
37 H 0.61 -1.29 -2.77  -0.042
38 C 3.31 -1.36 -2.69  -0.204
39 H 3.94 -2.56 1.99  0.128
40 H -1.62 0.34 -5.90  0.106
41 H -3.68 -1.66 3.64  0.089
42 C 3.64 0.13 -2.52  -0.244
43 C -0.22 1.36 -4.68  -0.193
44 C 0.39 3.25 -1.20  -0.161
45 H -1.51 5.48 -1.07  0.098
46 C 0.53 4.71 -1.20  -0.167
47 H -0.30 6.59 -1.63  0.112
48 H -2.99 -3.65 1.56  0.060
49 H 3.77 4.22 3.05  0.109
50 H -4.59 -3.86 4.59  0.113
51 N 1.92 0.57 -5.91  0.165
52 H -2.84 2.19 -1.28  0.040
53 C -3.24 -3.92 6.17  -0.228
54 H 0.81 -7.77 0.37  0.080
55 H 3.09 -3.80 0.98  0.091
56 H -2.32 3.73 0.99  0.049
57 O -2.89 0.21 -1.48  -0.631
58 H 2.38 -5.97 0.04  0.101
59 Pb -0.62 -0.24 -0.14  1.299
60 C 0.42 -6.80 0.08  -0.089
61 H 5.71 -0.21 -2.23  0.068
62 C -2.04 -1.34 4.94  -0.109
63 H -2.98 -4.02 4.05  0.094
64 C 0.96 0.91 -5.37  -0.252
65 C -3.75 3.69 2.74  -0.224
66 C -3.42 1.44 -1.82  -0.300
67 H -4.89 1.94 3.15  0.128
68 H -1.06 3.27 -6.78  0.072
69 C 1.72 -2.40 3.97  -0.096
70 C 5.12 0.52 -2.78  -0.080
71 H 1.38 3.87 3.16  0.116
72 H -1.98 2.10 -7.64  0.073
73 H -0.43 -6.89 -0.61  0.069
74 H -1.64 -4.49 0.80  0.052
75 H 1.94 -4.06 -1.66  0.096
76 H -3.13 1.67 -2.85  0.047
77 C -2.96 4.36 1.60  -0.120
78 N -3.05 -4.26 7.26  0.137
79 H 2.96 4.10 0.67  0.056
80 H -0.16 5.36 -3.80  0.080
81 C -3.26 1.41 2.02  -0.175
82 C -3.42 -1.92 4.67  -0.256
83 H 0.67 5.02 -0.16  0.112
84 H 5.35 0.42 -3.84  0.080
85 H 3.42 -1.62 -3.74  0.129
86 H 3.03 0.70 -3.22  0.086
87 C -0.04 -4.43 -1.98  -0.192
88 C 2.99 -2.98 1.68  -0.133
89 Pb -2.48 -2.19 -2.49  1.478
90 H 2.71 -4.25 3.46  0.111
91 O -0.21 -1.38 -2.24  -0.643
92 H -4.50 4.46 2.95  0.116
93 O -1.94 -2.60 0.07  -0.594
94 C 4.05 -2.40 -2.00  -0.235
95 C -0.64 5.56 -1.73  -0.243
96 H -2.31 5.20 1.87  0.070
97 C -1.99 -3.51 1.12  -0.286
98 H 5.35 1.50 -2.38  0.071
99 C 1.13 -4.49 -1.08  -0.152
100 H -4.48 1.60 -1.64  0.072
101 H -0.45 0.77 -3.80  0.085
102 C 2.35 -1.92 0.89  -0.180
103 H -1.82 -1.40 6.00  0.077
104 C -1.06 5.32 -3.19  -0.085
105 H 1.24 -2.88 4.83  0.080
106 H -1.36 -1.81 4.23  0.054
107 C -1.43 1.39 -5.66  -0.230
108 H -3.62 4.88 0.91  0.074
109 H -0.04 -6.30 0.93  0.056
110 H -0.26 1.87 -7.49  0.070

=====

No. 5
DFT (ωB97M-V/def2-TZVPD) results for a 8-piece molecular cluster, C19H56BIO9PS7 overall.

Its gap between HOMO and LUMO is 6.374 eV. The calculation puts the electronic energy at -4885.51696 Ha. For the largest force on an atom, the calculation gives 0.7 eV/Å. The value obtained for the highest occupied orbital energy is -9.89 eV. Its total charge is +1. The calculation puts the LUMO energy at -3.5 eV.

Each line ends with the Löwdin charge.
Positions of all 94 atoms, in Å:
1 H 1.55 -3.68 -5.75  0.044
2 C 7.84 -3.70 3.38  -0.270
3 H -4.62 2.50 -6.98  0.066
4 H -0.83 -0.99 7.45  0.060
5 H -4.31 8.52 -7.94  0.053
6 C -4.28 8.77 -6.89  -0.266
7 H -6.17 2.62 -6.08  0.062
8 C -1.13 -2.15 0.99  -0.082
9 H -0.89 -2.86 1.78  0.060
10 H -0.46 -0.64 2.46  0.095
11 C 0.09 -0.52 7.82  -0.286
12 O 1.94 -0.16 -2.23  -0.065
13 H 3.16 -0.96 -9.01  0.053
14 O 2.02 -0.86 -6.32  -0.568
15 I -2.24 2.77 -1.09  0.716
16 O 0.72 -4.11 3.18  -0.577
17 B -0.46 0.24 0.45  -0.687
18 H -0.14 1.01 -3.00  0.098
19 H -2.72 -0.27 -1.08  0.027
20 C 2.29 -3.48 -6.52  -0.269
21 H 1.61 -1.07 -4.06  0.085
22 C -0.20 -1.21 -2.86  -0.191
23 H -5.01 4.23 -4.45  0.055
24 H 3.28 -3.37 -6.08  0.061
25 H 2.06 -6.18 4.77  0.050
26 P -1.56 0.50 -1.17  0.644
27 H -3.24 0.66 4.75  0.055
28 S -1.23 1.87 4.50  0.789
29 C 5.74 -4.83 2.17  -0.274
30 H 1.31 -4.94 5.82  0.053
31 S 2.11 -4.05 3.76  0.800
32 H -1.58 3.69 2.99  0.046
33 O 0.68 0.94 0.46  0.144
34 H 1.03 1.08 1.36  0.136
35 H 8.48 -4.24 2.69  0.054
36 H 7.48 -2.77 2.93  0.058
37 C -4.07 3.70 -4.53  -0.293
38 H 2.14 0.58 -2.80  0.095
39 O -3.06 1.28 -4.93  -0.572
40 C 2.15 -5.17 5.16  -0.252
41 O 5.51 -3.87 4.61  -0.565
42 C -3.01 1.68 4.42  -0.259
43 S -4.37 1.93 -4.68  0.795
44 C 1.32 -1.18 -3.01  -0.238
45 O -4.70 6.27 -6.13  -0.564
46 H -3.47 3.84 -3.64  -0.030
47 H -3.60 9.61 -6.72  0.057
48 S -3.66 7.33 -6.01  0.806
49 C -5.26 2.04 -6.23  -0.254
50 H -4.84 8.31 -4.19  0.061
51 H -3.52 4.05 -5.41  0.053
52 H 4.82 -5.40 2.23  0.038
53 C 3.24 -1.89 -8.44  -0.267
54 H -0.62 -1.69 -3.75  0.121
55 C -3.81 8.02 -4.36  -0.268
56 C -1.19 3.59 4.00  -0.259
57 S 1.83 -1.95 -7.33  0.814
58 H -2.05 -0.36 1.76  0.101
59 H -1.06 -2.58 9.31  0.058
60 S 6.43 -4.73 3.82  0.811
61 H 3.20 -2.74 -9.11  0.057
62 H 6.45 -5.34 1.51  0.054
63 H -1.65 0.29 -3.51  0.057
64 H -0.48 -1.85 -2.01  0.089
65 H -0.15 3.92 4.03  0.053
66 H 0.24 -3.05 10.44  0.050
67 O -0.84 1.82 5.93  -0.534
68 H 3.10 -5.04 5.68  0.053
69 H 0.66 -0.12 6.98  0.035
70 H -5.28 9.00 -6.53  0.061
71 H -5.52 1.02 -6.53  0.053
72 H -0.41 -1.39 10.49  0.054
73 C -1.03 -0.70 1.53  -0.185
74 C -0.83 0.20 -2.78  -0.379
75 H -3.35 1.83 3.40  0.049
76 H -2.13 -2.37 0.60  0.079
77 O 1.23 -2.87 7.69  -0.567
78 H 8.38 -3.48 4.29  0.051
79 C 2.19 -2.56 4.73  -0.272
80 S 1.08 -1.75 8.66  0.828
81 H 2.14 -1.71 4.04  0.041
82 H -0.41 -2.34 0.19  0.066
83 H 2.28 -4.29 -7.25  0.056
84 H -3.47 2.40 5.10  0.063
85 H 5.53 -3.82 1.80  0.058
86 H 1.71 -2.15 -2.67  0.122
87 H -0.15 0.29 8.51  0.058
88 H 1.35 -2.54 5.42  0.026
89 H -1.77 4.18 4.71  0.063
90 H 3.13 -2.54 5.27  0.054
91 H -3.51 7.25 -3.66  0.041
92 H 4.16 -1.89 -7.86  0.061
93 C -0.17 -2.24 9.85  -0.269
94 H -3.14 8.88 -4.27  0.056